Record 1
Entry from OMol25: C26H32IrO2PS2 as an isolated structure (wB97M-V/def2-TZVPD).

Cartesian coordinates (Å):
Ir -0.30 -0.56 -0.02
C 2.62 0.59 0.53
O 1.83 -0.25 -0.34
C 2.23 -0.20 -1.73
C 1.41 0.83 -2.48
O 0.04 0.45 -2.45
C -0.40 -0.25 -3.61
H 3.66 0.30 0.44
H 2.26 0.41 1.54
H 2.49 1.64 0.27
H 2.05 -1.20 -2.12
H 3.30 0.01 -1.78
H 1.77 0.93 -3.51
H 1.49 1.81 -2.00
H -0.36 0.40 -4.48
H -1.43 -0.56 -3.42
H 0.21 -1.14 -3.79
S 0.15 -2.81 1.29
P -1.85 -2.72 1.34
S -2.37 -1.54 -0.28
C -2.43 -1.88 2.82
C -1.67 -1.93 3.99
C -2.12 -1.28 5.13
C -3.32 -0.58 5.11
C -4.08 -0.53 3.95
C -3.64 -1.18 2.80
C -2.68 -4.30 1.23
C -2.44 -5.10 0.11
C -3.06 -6.33 0.00
C -3.92 -6.77 1.00
C -4.15 -5.98 2.12
C -3.53 -4.74 2.24
H -0.73 -2.46 3.99
H -1.53 -1.32 6.03
H -3.66 -0.07 6.00
H -5.01 0.01 3.93
H -4.23 -1.14 1.90
H -1.77 -4.75 -0.67
H -2.88 -6.95 -0.87
H -4.40 -7.73 0.92
H -4.81 -6.33 2.90
H -3.72 -4.13 3.11
C -2.34 2.00 -0.07
C -1.40 1.98 1.15
C -0.25 2.97 0.87
C -0.78 0.61 1.30
C -2.11 2.36 2.45
C -1.38 2.39 3.64
C -1.97 2.75 4.84
C -3.32 3.09 4.87
C -4.05 3.06 3.70
C -3.46 2.70 2.50
H -1.78 1.75 -0.97
H -2.76 3.00 -0.19
H -3.15 1.28 0.03
H 0.24 2.72 -0.07
H 0.50 2.97 1.67
H -0.67 3.98 0.80
H -0.66 0.27 2.34
H -0.32 2.14 3.64
H -1.38 2.77 5.75
H -3.78 3.38 5.81
H -5.10 3.33 3.71
H -4.06 2.69 1.60

Properties
- E_LUMO (spin up / spin down): -3.2 / -3.1 eV
- Total energy: -65368.087 eV
- 2S+1: 2
- ⟨S²⟩: 0.758
- Energy relative to the best compared isomer or geometry (same formula, charge and spin): 17.5 kcal/mol
- HOMO (spin up / spin down): -10.107 / -11.192 eV
- HOMO-LUMO gap (spin up / spin down): 6.89 / 8.05 eV
- Net charge: +1


Record 2
Entry from OMol25: a 2-piece molecular cluster, C26H32N3O2 overall in a non-equilibrium geometry (wB97M-V/def2-TZVPD).

Cartesian coordinates (Å):
C -5.37 4.44 0.72
O -4.13 3.76 1.00
C -3.85 2.61 0.34
C -2.52 2.12 0.45
C -2.11 1.13 -0.42
C -3.03 0.58 -1.35
C -4.37 0.93 -1.35
C -4.80 1.94 -0.48
N -2.38 -0.45 -2.03
C -3.04 -1.39 -2.92
C -1.09 -0.57 -1.58
C -0.88 0.35 -0.53
C 0.18 0.41 0.41
C 1.58 0.23 0.18
C 2.26 -1.00 0.09
N 3.61 -0.79 0.14
C 4.63 -1.80 0.29
C 3.86 0.57 0.18
C 2.62 1.26 0.17
C 2.63 2.65 0.12
C 3.90 3.30 0.02
O 4.04 4.61 -0.31
C 2.89 5.40 -0.65
C 5.12 2.59 0.16
C 5.10 1.21 0.20
H -5.28 5.39 1.25
H -5.50 4.62 -0.36
H -6.23 3.87 1.12
H -1.81 2.56 1.15
H -5.08 0.42 -1.99
H -5.84 2.26 -0.45
H -4.01 -0.97 -3.20
H -2.44 -1.58 -3.82
H -3.21 -2.35 -2.42
H -0.39 -1.29 -1.99
H -0.10 0.85 1.37
H 1.85 -1.99 -0.01
H 5.56 -1.45 -0.16
H 4.85 -2.00 1.35
H 4.31 -2.74 -0.18
H 1.69 3.19 0.08
H 3.31 6.35 -0.98
H 2.30 4.94 -1.45
H 2.26 5.56 0.24
H 6.04 3.16 0.16
H 6.02 0.61 0.22
C -0.08 -5.09 0.75
C 1.12 -4.29 1.26
C 0.68 -2.99 1.94
N -0.23 -2.17 1.12
C -1.40 -2.98 0.73
C -1.03 -4.22 -0.07
H 0.26 -5.96 0.18
H -0.63 -5.46 1.62
H 1.68 -4.88 2.00
H 1.81 -4.07 0.44
H 0.19 -3.25 2.89
H 1.56 -2.37 2.16
H -0.56 -1.40 1.69
H -1.90 -3.33 1.65
H -2.11 -2.35 0.19
H -0.57 -3.93 -1.03
H -1.94 -4.78 -0.31

Properties
- E_LUMO: -4.5 eV
- Total energy: -36038.812 eV
- Energy relative to the best compared isomer or geometry (same formula, charge and spin): 49.8 kcal/mol
- HOMO: -10.151 eV
- HOMO-LUMO gap: 5.66 eV
- Net charge: +1


Record 3
Entry from OMol25: one molecule with the formula C26H32N4O3S (wB97M-V/def2-TZVPD).

Cartesian coordinates (Å):
C 8.45 0.22 1.07
C 7.65 -0.60 0.06
C 6.16 -0.60 0.40
C 5.35 -1.43 -0.60
N 3.94 -1.40 -0.29
C 3.32 -2.39 0.37
O 3.83 -3.45 0.64
C 1.86 -2.11 0.71
S 1.63 -0.42 1.35
C -0.06 -0.16 0.92
N -0.67 -1.12 0.34
C -2.00 -0.96 0.04
C -2.70 -1.98 -0.61
C -4.03 -1.84 -0.89
C -4.75 -0.68 -0.53
N -6.08 -0.56 -0.88
C -6.99 -1.68 -0.70
C -7.63 -1.60 0.70
O -8.32 -0.38 0.88
C -7.45 0.72 0.71
C -6.80 0.68 -0.68
C -4.05 0.35 0.10
C -2.69 0.21 0.37
C -1.97 1.30 1.01
O -2.45 2.38 1.32
N -0.62 1.04 1.27
C 0.17 2.14 1.78
C 0.55 3.12 0.66
C 1.30 2.41 -0.43
C 0.62 1.74 -1.44
C 1.30 1.03 -2.41
C 2.68 0.99 -2.39
C 3.38 1.68 -1.41
C 2.69 2.38 -0.43
H 8.33 -0.18 2.07
H 9.51 0.20 0.81
H 8.11 1.25 1.07
H 8.01 -1.63 0.06
H 7.79 -0.20 -0.94
H 6.01 -1.00 1.40
H 5.78 0.43 0.40
H 5.50 -1.05 -1.61
H 5.66 -2.47 -0.55
H 3.46 -0.51 -0.42
H 1.52 -2.82 1.46
H 1.23 -2.18 -0.18
H -2.17 -2.88 -0.89
H -4.54 -2.63 -1.42
H -6.47 -2.63 -0.79
H -7.77 -1.62 -1.46
H -8.38 -2.39 0.83
H -6.85 -1.71 1.46
H -8.06 1.61 0.83
H -6.67 0.71 1.48
H -6.14 1.53 -0.84
H -7.60 0.72 -1.44
H -4.51 1.27 0.40
H -0.45 2.67 2.52
H 1.06 1.74 2.27
H -0.37 3.56 0.26
H 1.16 3.91 1.09
H -0.46 1.78 -1.46
H 0.75 0.50 -3.17
H 3.22 0.44 -3.15
H 4.46 1.68 -1.41
H 3.24 2.90 0.34

Properties
- E_LUMO: 0.5 eV
- Total energy: -50421.203 eV
- SMILES string: CCCCNC(=O)CSc1nc2ccc(N3CCOCC3)cc2c(=O)n1CCc1ccccc1
- Energy relative to the best compared isomer or geometry (same formula, charge and spin): 3.4 kcal/mol
- HOMO: -7.497 eV
- HOMO-LUMO gap: 7.97 eV


Record 4
Entry from OMol25: C26H32N4O7S3Se2W as an isolated structure in a non-equilibrium geometry (wB97M-V/def2-TZVPD).

Cartesian coordinates (Å):
W 0.56 -0.25 0.29
O -3.52 -0.44 3.40
C -2.72 -1.22 2.51
C -1.61 -1.88 3.33
C -2.27 -2.57 4.54
O -1.35 -3.30 5.35
C -0.63 -0.84 3.86
Se 0.94 -0.41 2.75
C -0.87 -2.94 2.52
Se -0.56 -2.46 0.65
H -4.16 0.06 2.87
H -2.30 -0.59 1.73
H -3.33 -1.99 2.02
H -3.08 -3.22 4.18
H -2.72 -1.82 5.19
H -1.04 -4.06 4.85
H -0.16 -1.23 4.76
H -1.13 0.10 4.08
H -1.47 -3.84 2.43
H 0.09 -3.18 2.99
N -2.58 -6.63 -3.88
C -2.44 -5.33 -3.43
C -2.81 -4.99 -2.13
C -2.71 -3.68 -1.70
C -2.25 -2.70 -2.56
C -1.90 -3.02 -3.87
C -1.98 -4.33 -4.30
S -2.15 -1.03 -2.04
O -2.97 -0.85 -0.88
O -2.36 -0.21 -3.20
N -0.55 -0.81 -1.60
C 0.23 -0.02 -2.40
S 0.21 0.45 -4.06
C 1.68 1.34 -3.81
C 2.08 1.25 -2.53
N 1.25 0.48 -1.75
H -2.62 -7.35 -3.18
H -2.04 -6.89 -4.69
H -3.18 -5.76 -1.46
H -3.01 -3.41 -0.69
H -1.57 -2.25 -4.54
H -1.72 -4.59 -5.32
H 2.14 1.89 -4.61
H 2.94 1.74 -2.09
O 2.92 2.37 2.14
C 3.28 1.50 1.41
C 4.73 1.08 1.10
C 4.62 -0.26 0.37
C 3.14 -0.40 0.17
O 2.43 -1.31 -0.33
N 2.46 0.65 0.65
H 5.30 1.04 2.02
H 5.16 1.87 0.48
H 4.96 -1.10 0.97
H 5.15 -0.30 -0.58
C 3.40 5.49 -1.85
C 2.30 5.07 -0.90
C 1.17 4.41 -1.36
C 0.17 3.99 -0.50
C 0.28 4.25 0.87
C 1.40 4.93 1.33
C 2.40 5.32 0.46
S -0.88 3.67 2.07
C -2.39 3.52 1.10
O -0.45 1.11 0.32
H 3.05 5.51 -2.88
H 4.25 4.81 -1.79
H 3.77 6.49 -1.60
H 1.06 4.22 -2.43
H -0.68 3.45 -0.89
H 1.49 5.14 2.39
H 3.26 5.85 0.85
H -2.32 2.71 0.37
H -2.64 4.46 0.61
H -3.18 3.27 1.81

Properties
- E_LUMO: -0.5 eV
- Total energy: -212800.577 eV
- Energy relative to the best compared isomer or geometry (same formula, charge and spin): 0.0 kcal/mol
- HOMO: -7.462 eV
- HOMO-LUMO gap: 6.92 eV


- total energy of number 3 (C26H32N4O3S)?
  -50421.203 eV


- total energy of number 3 (C26H32N4O3S)?
  -50421.203 eV


- Among the records above, which one has the highest total energy?
  C26H32N3O2